{"formula": "C3H5NO", "method": "ωB97M-V with the def2-TZVPD basis set", "symbols": ["N", "C", "C", "C", "O", "H", "H", "H", "H", "H"], "coordinates": [[0.83, 0.12, -2.27], [0.01, 0.05, -1.45], [-0.84, -0.05, -0.27], [0.09, 0.13, 0.95], [1.32, -0.52, 0.75], [-1.63, 0.71, -0.31], [-1.32, -1.04, -0.26], [-0.36, -0.33, 1.83], [0.22, 1.20, 1.15], [1.67, -0.26, -0.12]], "e_tot_ev": -6728.963, "e_homo_ev": -10.8, "smiles": "N#CCCO"}